w) C25H40BrCl3N3O3SiZn | ωB97M-V/def2-TZVPD

Summary:
HOMO energy	-5.141	eV
Kohn-Sham gap	7.511	eV
LUMO energy	2.370	eV
molar mass	710.35	g/mol
net charge	-1

Last column: Mulliken charge in e.
Geometry (Å):
C  0.90  0.36  -3.60  -1.6369
C  1.81  -0.03  -2.49  0.2395
H  1.46  0.65  -4.50  0.4600
H  0.27  1.22  -3.30  0.1255
H  0.23  -0.47  -3.84  0.3661
C  3.07  0.42  -2.40  0.4098
C  3.74  1.27  -3.42  -1.7717
H  3.70  0.12  -1.56  0.5218
H  3.05  1.96  -3.93  0.4099
H  4.24  0.67  -4.19  0.2708
H  4.52  1.86  -2.93  0.3891
Zn  -1.75  -0.39  -1.08  0.9976
Cl  -2.10  -2.45  -1.79  -0.6320
Cl  -2.10  2.01  -1.03  -0.4460
C  0.67  -1.98  2.60  0.1271
O  0.09  -0.92  2.85  -0.6290
N  1.70  -2.49  3.32  0.4197
C  2.18  -1.80  4.50  -0.9918
C  2.24  -3.82  3.05  -1.0202
H  0.39  -2.62  1.74  0.2440
H  1.62  -0.87  4.61  0.2342
H  3.26  -1.59  4.40  0.3023
H  2.04  -2.44  5.39  0.3614
H  1.91  -4.15  2.07  0.2800
H  1.91  -4.54  3.82  0.3204
H  3.34  -3.79  3.06  0.3626
H  0.91  3.02  -1.25  0.0912
H  3.30  2.04  0.02  0.1923
C  0.86  3.49  -0.25  -0.9796
C  2.85  2.56  0.88  -0.7888
N  1.40  2.60  0.76  0.3824
H  -0.18  3.74  0.00  0.3022
C  0.56  1.90  1.58  -0.2119
O  -0.66  1.97  1.53  -0.4833
H  3.13  2.05  1.80  0.2744
H  1.09  1.26  2.32  0.5084
H  1.48  4.40  -0.27  0.3648
H  3.24  3.59  0.89  0.3831
O  0.25  -0.09  -0.73  -0.0532
C  1.16  -0.86  -1.39  0.3549
C  2.67  -0.73  0.66  1.7512
C  2.23  -1.45  -0.45  -0.7552
H  2.08  0.15  0.95  -0.7143
C  3.84  -1.10  1.32  -0.8107
H  0.65  -1.72  -1.87  0.4728
C  2.86  -2.64  -0.80  -0.4680
H  4.21  -0.49  2.15  0.4316
C  4.53  -2.24  0.91  -0.8421
C  4.02  -3.03  -0.13  -0.8056
H  2.44  -3.23  -1.63  0.4524
H  5.45  -2.55  1.41  0.3755
H  4.52  -3.95  -0.43  0.3611
Si  -3.75  1.48  -2.39  1.0462
Cl  -2.27  0.47  -3.65  -0.4258
C  -4.54  3.21  -1.97  -1.3397
C  -4.73  0.09  -1.56  -0.9786
C  -4.94  1.58  -3.98  -1.6104
H  -3.80  3.96  -1.65  0.2891
H  -5.24  3.04  -1.14  0.3271
H  -5.12  3.62  -2.81  0.3427
H  -4.63  2.44  -4.59  0.3728
H  -5.97  1.75  -3.65  0.3524
H  -4.91  0.66  -4.58  0.3275
H  -4.25  -0.38  -0.70  0.1653
H  -4.90  -0.68  -2.32  0.2725
H  -5.69  0.53  -1.25  0.3180
Br  -4.79  1.84  3.68  -0.2116
C  -3.86  0.40  2.87  -0.4164
C  -3.81  -0.86  3.47  -0.1774
C  -3.16  -1.88  2.79  -0.8363
C  -2.58  -1.62  1.55  -0.6587
N  -2.65  -0.42  0.97  0.8209
C  -3.18  0.61  1.67  -0.1668
H  -4.24  -1.00  4.46  0.4016
H  -3.08  -2.89  3.18  0.4381
H  -2.07  -2.40  0.98  0.3438
H  -3.08  1.60  1.26  0.5042



x) C25H40BrCl3N3O3SiZn | ωB97M-V/def2-TZVPD

Summary:
HOMO energy	-3.181	eV
Kohn-Sham gap	4.090	eV
LUMO energy	0.910	eV
molar mass	710.35	g/mol
net charge	-1

Last column: Mulliken charge in e.
Geometry (Å):
C  -0.15  3.34  -2.62  -1.4924
C  0.65  2.08  -2.60  0.2756
H  0.29  4.05  -3.32  0.4640
H  -0.16  3.78  -1.61  0.1717
H  -1.20  3.16  -2.89  0.1812
C  1.95  2.02  -2.94  0.3450
C  2.77  3.18  -3.38  -1.8159
H  2.49  1.07  -2.82  0.2778
H  2.67  4.01  -2.67  0.3532
H  2.52  3.55  -4.39  0.3301
H  3.82  2.87  -3.39  0.4086
Zn  -4.00  -0.42  -2.13  0.3664
Cl  -2.71  -2.18  -1.69  -0.2850
Cl  -1.27  2.38  1.41  0.0471
C  0.44  -3.32  0.13  0.8083
O  0.70  -2.68  1.17  -0.6332
N  1.18  -4.34  -0.35  0.3922
C  2.36  -4.78  0.35  -1.0385
C  0.81  -5.07  -1.55  -0.9537
H  -0.45  -3.09  -0.48  -0.2796
H  2.46  -4.22  1.28  0.2236
H  3.25  -4.63  -0.27  0.2994
H  2.29  -5.85  0.57  0.3746
H  0.01  -4.53  -2.08  0.2250
H  0.45  -6.08  -1.30  0.3242
H  1.67  -5.17  -2.22  0.3533
H  1.52  2.72  0.29  0.0475
H  3.74  1.02  -0.64  0.2740
C  2.17  2.47  1.13  -1.0165
C  3.79  0.76  0.42  -0.9598
N  2.54  1.07  1.09  0.4434
H  1.65  2.68  2.07  0.3625
C  1.92  0.18  1.92  0.1711
O  1.08  0.46  2.75  -0.5749
H  4.02  -0.31  0.53  0.2460
H  2.26  -0.86  1.76  0.3237
H  3.08  3.08  1.07  0.3588
H  4.61  1.34  0.87  0.3857
O  0.17  1.25  -0.61  -0.2492
C  -0.03  0.87  -1.90  0.8426
C  1.65  -0.88  -1.39  1.3249
C  0.66  -0.49  -2.28  -0.5208
H  1.65  -0.35  -0.43  -0.3979
C  2.64  -1.80  -1.73  -0.0955
H  -1.06  0.80  -2.34  -0.4450
C  0.50  -1.23  -3.47  -0.6108
H  3.47  -1.99  -1.04  0.2983
C  2.55  -2.45  -2.96  -0.9033
C  1.46  -2.20  -3.80  -0.5464
H  -0.35  -1.04  -4.14  0.3474
H  3.31  -3.17  -3.25  0.4207
H  1.37  -2.78  -4.72  0.3385
Si  -3.10  3.03  2.06  0.2457
Cl  -4.15  1.66  -2.66  -0.3615
C  -2.79  3.94  3.70  -1.0086
C  -4.21  1.57  2.30  -0.5411
C  -3.85  4.23  0.83  -1.0361
H  -2.08  4.76  3.49  0.2390
H  -2.38  3.26  4.48  0.2664
H  -3.76  4.37  4.04  0.3028
H  -3.15  4.83  0.25  0.2915
H  -4.51  4.91  1.36  0.3166
H  -4.43  3.70  0.07  0.2679
H  -3.69  0.62  2.26  -0.0919
H  -4.97  1.57  1.51  0.3745
H  -4.73  1.64  3.26  0.3217
Br  -0.88  -1.23  5.86  -0.2245
C  -1.52  -1.60  4.12  -0.4732
C  -1.92  -2.91  3.81  -0.1420
C  -2.37  -3.20  2.53  -0.7228
C  -2.44  -2.13  1.61  -0.2596
N  -2.14  -0.90  1.94  -0.0641
C  -1.61  -0.62  3.12  0.1282
H  -1.83  -3.68  4.58  0.3647
H  -2.66  -4.19  2.20  0.4199
H  -2.76  -2.31  0.59  0.2082
H  -1.27  0.39  3.27  0.5901



w) has the most favorable energy; the next structure is 2.346 eV above.



w) H64O32 | ωB97M-V/def2-TZVPD

Summary:
HOMO energy	-10.501	eV
Kohn-Sham gap	10.528	eV
LUMO energy	0.027	eV
molar mass	576.48	g/mol

Last column: Mulliken charge in e.
Geometry (Å):
O  -2.61  2.94  3.26  -0.7922
H  -2.67  2.01  3.48  0.3168
H  -1.61  3.06  3.39  0.4594
O  -0.39  0.13  4.43  -0.7474
H  0.25  0.17  3.72  0.2563
H  -0.04  0.60  5.18  0.4022
O  2.93  -2.27  0.02  -0.5830
H  3.63  -1.68  0.29  0.3492
H  2.94  -2.94  0.73  0.1870
O  0.21  3.18  3.65  -0.7193
H  0.58  4.01  4.01  0.2764
H  0.74  2.92  2.83  0.3438
O  -2.04  -3.06  -4.66  -0.6304
H  -2.23  -2.15  -5.00  0.3792
H  -2.70  -3.67  -4.89  0.2505
O  -2.58  -2.99  1.00  -1.0384
H  -2.35  -2.28  1.68  0.4696
H  -2.70  -2.68  0.09  0.3367
O  -2.69  0.37  -0.02  -0.3057
H  -3.57  -0.03  -0.14  0.1927
H  -2.78  1.30  -0.24  0.1607
O  -1.16  -7.13  2.07  -0.6191
H  -1.86  -7.74  2.31  0.3060
H  -1.24  -6.40  2.80  0.3202
O  1.64  -3.63  2.33  -0.6245
H  1.59  -3.78  3.29  0.2755
H  0.78  -3.64  1.93  0.2988
O  3.48  5.45  -1.59  -0.6261
H  3.52  4.67  -2.16  0.3106
H  4.45  5.55  -1.47  0.3106
O  1.18  -1.27  -4.71  -0.7287
H  0.33  -1.70  -4.81  0.3176
H  1.49  -1.55  -3.85  0.3737
O  2.57  2.70  1.88  -0.3726
H  2.86  3.59  2.04  0.2761
H  2.29  2.76  0.92  0.1956
O  1.14  -0.31  2.09  0.0161
H  1.58  -1.19  2.07  0.1444
H  0.83  -0.18  1.19  0.0120
O  4.94  0.98  2.48  -0.7197
H  4.03  1.38  2.58  0.3777
H  5.25  1.12  3.41  0.3234
O  -2.40  -0.29  -5.15  -0.5959
H  -2.22  0.27  -4.39  0.4036
H  -2.65  0.26  -5.87  0.2351
O  -5.27  -2.88  1.41  -0.7841
H  -4.27  -2.92  1.33  0.5842
H  -5.36  -2.30  2.17  0.3243
O  -1.58  1.31  -3.00  -0.8494
H  -0.68  1.54  -3.23  0.3311
H  -1.51  0.60  -2.34  0.4514
O  -2.38  -0.98  2.81  -0.6553
H  -2.43  -0.24  2.16  0.2791
H  -1.73  -0.71  3.46  0.3279
O  -0.09  -0.37  -0.70  0.3690
H  -1.03  -0.28  -0.46  -0.1133
H  -0.03  -1.16  -1.32  0.1586
O  5.21  -1.23  0.85  -0.6906
H  5.79  -1.65  1.48  0.2921
H  4.80  -0.56  1.49  0.3947
O  -0.87  4.98  -0.01  -0.6809
H  -0.78  4.70  -0.91  0.3046
H  -1.39  4.26  0.37  0.3747
O  2.49  1.09  4.51  -0.6773
H  2.50  0.18  4.18  0.3537
H  1.77  1.56  4.02  0.2610
O  1.74  5.58  1.31  -0.6524
H  0.88  5.35  0.93  0.3962
H  2.31  5.44  0.56  0.2802
O  1.02  2.22  -0.51  -0.5648
H  1.69  2.11  -1.24  0.3979
H  0.72  1.28  -0.53  0.2149
O  0.65  1.65  -4.60  -0.6652
H  0.78  2.18  -5.38  0.2569
H  0.72  0.71  -4.93  0.3925
O  2.87  -0.71  -2.18  -0.5881
H  2.29  -0.95  -1.44  0.2413
H  3.61  -1.32  -2.12  0.2478
O  2.72  2.08  -2.67  -0.6704
H  2.16  1.93  -3.41  0.3839
H  3.23  1.28  -2.56  0.2750
O  -2.09  -1.87  -2.07  -0.5426
H  -2.97  -1.52  -2.07  0.2050
H  -2.02  -2.28  -2.99  0.2221
O  0.46  -2.54  -2.14  -0.4827
H  0.71  -2.98  -1.25  0.1942
H  -0.36  -2.95  -2.48  0.2037
O  -3.11  3.07  0.44  -0.5728
H  -3.14  2.98  1.42  0.3627
H  -3.44  3.89  0.19  0.2307
O  -5.20  -1.04  -0.65  -0.5453
H  -5.48  -1.65  0.03  0.3511
H  -5.95  -0.67  -1.13  0.2355
O  0.02  -4.12  0.35  -0.4949
H  -0.92  -3.91  0.38  0.3279
H  0.22  -5.04  0.22  0.2296



x) H64O32 | ωB97M-V/def2-TZVPD

Summary:
HOMO energy	-9.434	eV
Kohn-Sham gap	8.778	eV
LUMO energy	-0.656	eV
molar mass	576.48	g/mol

Last column: Mulliken charge in e.
Geometry (Å):
O  -5.64  -1.12  -0.56  -0.6630
H  -4.97  -0.54  -0.21  0.5479
H  -6.28  -0.53  -0.96  0.2646
O  1.77  -0.65  -4.96  -0.5574
H  2.39  -0.26  -5.57  0.2778
H  1.15  -1.11  -5.52  0.2269
O  2.30  -2.86  1.64  -0.7222
H  2.03  -2.45  2.46  0.3822
H  2.05  -2.23  0.96  0.1822
O  -4.36  2.95  1.67  -0.5530
H  -4.20  3.44  0.86  0.3071
H  -4.93  3.52  2.18  0.2362
O  -4.06  0.62  0.57  -0.7148
H  -3.13  0.77  0.70  0.1517
H  -4.49  1.38  0.96  0.3457
O  1.48  1.90  -2.64  -0.5173
H  0.75  2.32  -3.10  0.2851
H  1.27  0.96  -2.69  0.1440
O  -3.22  -2.45  1.91  -0.5983
H  -3.24  -3.34  2.26  0.2771
H  -2.73  -2.53  1.09  0.4495
O  0.83  2.92  3.94  -0.7398
H  0.90  2.56  3.05  0.3522
H  1.16  2.23  4.50  0.3928
O  -4.26  -3.52  -1.26  -0.6686
H  -3.44  -3.18  -0.90  0.3926
H  -4.89  -2.81  -1.13  0.4179
O  -2.24  4.66  -2.09  -0.6772
H  -2.80  4.01  -1.66  0.4528
H  -1.68  4.14  -2.67  0.3374
O  -0.55  3.08  -3.79  -0.7247
H  -0.37  3.55  -4.60  0.2529
H  -1.39  2.64  -3.95  0.3334
O  2.72  -0.53  -0.29  0.4511
H  3.53  -0.70  0.20  0.1481
H  2.73  0.42  -0.44  -0.2406
O  -1.32  -0.66  2.56  -0.6673
H  -0.61  -1.13  2.99  0.3665
H  -2.02  -1.31  2.47  0.3169
O  3.99  0.93  2.39  -0.7015
H  4.48  0.10  2.43  0.2636
H  4.63  1.56  2.06  0.2550
O  -1.04  1.80  1.38  -0.2939
H  -1.01  0.98  1.87  0.2668
H  -0.12  2.07  1.32  0.2760
O  -0.37  -4.78  -1.22  -0.6533
H  -0.73  -5.64  -1.43  0.3130
H  -0.05  -4.87  -0.32  0.2253
O  -4.23  3.04  -1.11  -0.6361
H  -4.41  2.10  -1.20  0.2752
H  -5.08  3.45  -1.24  0.2974
O  5.41  -0.37  -2.86  -0.6641
H  4.54  -0.78  -2.90  0.4879
H  5.41  0.12  -2.04  0.2366
O  -2.95  0.53  4.59  -0.6511
H  -2.91  1.48  4.45  0.3634
H  -2.05  0.23  4.44  0.2671
O  0.55  -2.03  3.67  -0.5651
H  1.13  -1.89  4.42  0.2606
H  -0.02  -2.75  3.93  0.2590
O  1.64  1.93  1.10  -0.6960
H  2.42  1.51  1.47  0.2636
H  1.99  2.51  0.42  0.2807
O  -1.83  -2.55  -0.49  -0.4677
H  -1.29  -1.76  -0.44  0.2377
H  -1.36  -3.13  -1.10  0.2913
O  3.72  1.99  -1.05  -0.5635
H  2.92  2.08  -1.57  0.2391
H  4.35  2.58  -1.47  0.3221
O  0.49  -4.28  -3.78  -0.5746
H  0.08  -4.55  -2.96  0.3627
H  -0.20  -3.85  -4.27  0.2813
O  -1.68  -0.31  -4.80  -0.5756
H  -1.04  -0.91  -5.20  0.2532
H  -2.19  -0.85  -4.21  0.3211
O  1.30  4.79  -1.43  -0.6140
H  1.93  4.62  -2.13  0.3094
H  0.54  4.25  -1.66  0.2828
O  1.07  -5.35  1.54  -0.6070
H  1.44  -6.13  1.96  0.2850
H  1.77  -4.70  1.59  0.3453
O  3.02  -1.68  -2.74  -0.8384
H  2.66  -1.10  -3.42  0.4025
H  2.61  -1.37  -1.93  0.3542
O  -1.91  3.18  3.84  -0.7000
H  -0.99  3.14  4.10  0.4719
H  -1.90  3.08  2.89  0.2631
O  -0.17  -0.48  -0.39  -0.3428
H  0.76  -0.52  -0.18  0.1322
H  -0.45  0.37  -0.06  0.1579
O  2.32  0.73  4.52  -0.6891
H  2.80  0.71  3.69  0.4265
H  2.98  0.89  5.18  0.2765
O  5.23  -1.29  0.91  -0.5311
H  5.97  -0.78  0.56  0.2676
H  5.55  -2.20  0.89  0.2421



w) has the most favorable energy; the next structure is 2.175 eV above.